Entry 1:
Below is a molecular structure, C10H20Cl10 in a non-equilibrium geometry, with properties calculated with ωB97M-V/def2-TZVPD.

Structure (XYZ):
```
40
Properties=species:S:1:pos:R:3:nbo_charge:R:1
Cl 18.88407 19.37068 6.97199 -0.0790
C 17.21274 18.87905 6.48463 -0.3672
C 17.07502 18.96416 4.95857 -0.4049
Cl 18.16495 17.84639 4.10962 0.0029
H 16.49410 19.54899 6.95669 0.2232
H 17.10203 17.84320 6.80537 0.2212
H 17.31176 19.98684 4.66498 0.2207
H 16.03859 18.80114 4.66305 0.2235
Cl 24.56858 14.58928 0.33637 -0.0914
C 24.15851 16.23633 -0.31600 -0.3516
C 25.43808 17.08655 -0.34678 -0.3659
Cl 26.63459 16.54986 -1.61306 -0.0839
H 23.39425 16.71315 0.29772 0.1459
H 23.69632 16.19478 -1.30229 0.2470
H 25.90111 16.87532 0.61711 0.2149
H 25.31308 18.16315 -0.46243 0.2306
Cl 22.40824 15.15534 4.73978 -0.0270
C 23.58303 14.19584 3.86526 -0.3998
C 22.83232 13.35726 2.87565 -0.3913
Cl 22.06795 14.41065 1.62537 0.0007
H 23.96651 13.50290 4.61418 0.2334
H 24.31766 14.87725 3.43619 0.2405
H 22.12741 12.64466 3.30393 0.2287
H 23.59529 12.72123 2.42682 0.2209
Cl 22.62290 16.68754 1.50800 -0.0181
C 21.51394 16.55973 2.98769 -0.4200
C 20.43948 17.62081 2.94242 -0.3950
Cl 19.24642 17.19524 1.63841 -0.0929
H 22.11131 16.61552 3.89771 0.2220
H 21.14067 15.54274 3.10815 0.2338
H 20.85512 18.61091 2.75525 0.2184
H 19.80341 17.69446 3.82452 0.2084
Cl 22.19567 15.20896 -2.11352 -0.0262
C 21.91110 14.73625 -0.48134 -0.5443
C 20.40991 14.78573 -0.22980 -0.4317
Cl 19.81738 16.39487 -0.53329 -0.0113
H 22.40596 15.43666 0.19145 0.2424
H 22.41393 13.78830 -0.28990 0.2534
H 20.11686 14.50179 0.78095 0.2368
H 19.84221 14.15502 -0.91394 0.2323
```

Energy above the lowest of the compared OMol25 structures with the same formula, charge and spin   1388.9 kJ/mol



Entry 2:
Below is a molecular structure, C2H13N3O3 in a non-equilibrium geometry, with properties calculated with ωB97M-V/def2-TZVPD.

Structure (XYZ):
```
21
Properties=species:S:1:pos:R:3:nbo_charge:R:1
H 0.10797 -1.23316 0.39007 0.4512
O 0.20183 -2.42959 0.68521 -1.1267
N 0.25678 -0.13739 -0.23202 -0.8358
H 1.06860 -2.56581 1.07524 0.4560
H 1.08110 -0.29207 -0.80624 0.3819
C -0.30523 1.04113 -0.15317 0.4624
N 0.08259 2.06195 -1.06630 -0.7780
H -0.68160 2.69082 -1.32589 0.2468
N -1.46531 1.18773 0.55458 -0.9031
H -2.05917 1.96304 0.27297 0.2935
H -1.69711 0.47161 1.23706 0.4301
C 1.28625 2.77245 -0.61275 -0.5310
H 0.97166 3.54255 0.08896 0.1608
H 2.09608 2.19662 -0.14156 0.1970
H 1.76121 3.32417 -1.44500 0.1780
O -1.79686 -1.30484 2.19098 -1.0127
H -2.43258 -1.95279 2.49150 0.4658
H -1.18791 -1.70061 1.52561 0.5149
O 1.23555 -3.37295 -1.57772 -1.0185
H 0.67066 -3.20340 -0.77866 0.5117
H 0.80549 -3.05947 -2.37286 0.4557
```

Spin multiplicity   2
Expectation value of S²   0.751
Net charge   -1
Energy above the lowest of the compared OMol25 structures with the same formula, charge and spin   0.0 kJ/mol



Entry 3:
Below is 18 unconnected molecules or ions with the total composition C18H72O18 in a non-equilibrium geometry, with properties calculated with ωB97M-V/def2-TZVPD.

Structure (XYZ):
```
108
Properties=species:S:1:pos:R:3:lowdin_charge:R:1
C 4.11343 1.65183 0.52081 -0.2810
O 3.75443 2.81783 0.87781 -0.0647
H 4.81443 1.28283 1.28581 0.1098
H 4.58243 1.77483 -0.41419 0.0680
H 3.17843 1.00483 0.47881 0.0779
H 4.58843 3.24283 1.10081 0.1191
C 3.53443 -1.25417 2.42781 -0.1410
O 2.37443 -1.49417 3.22781 -0.1214
H 3.88543 -2.28617 2.20981 0.0883
H 4.19543 -0.58717 2.96981 0.0781
H 3.23643 -0.81717 1.44081 0.0566
H 1.84143 -2.04917 2.69581 -0.0038
C -1.83257 2.40483 3.64981 -0.0798
O -1.68457 1.73783 2.35281 -0.1785
H -1.57657 3.49683 3.48481 0.0979
H -1.11657 2.07183 4.38481 0.0747
H -2.82857 2.23283 4.00281 0.0549
H -1.52857 2.35083 1.56381 0.0777
C -2.10957 -0.76317 -3.57419 -0.1603
O -2.84657 0.43783 -3.63819 -0.0800
H -1.35157 -0.83217 -2.84419 0.0333
H -1.66957 -1.17417 -4.47519 0.0833
H -2.65657 -1.70517 -3.33719 0.0944
H -3.77957 0.28483 -3.71919 0.0902
C 1.59343 -2.56717 -3.09719 -0.0798
O 1.57743 -1.59617 -2.03219 -0.1571
H 2.37843 -2.14417 -3.67619 0.0666
H 0.65243 -2.54717 -3.61019 0.0799
H 1.90443 -3.54317 -2.88819 0.0703
H 1.15343 -0.85717 -2.45519 0.0282
C -4.10957 -0.75517 -0.69419 -0.1355
O -2.82357 -0.43117 -0.39819 -0.1149
H -4.76657 -0.48517 0.10981 0.0760
H -4.13157 -1.80217 -0.99619 0.1000
H -4.32857 -0.23717 -1.58919 0.0569
H -2.87857 0.47083 -0.10219 0.0919
C 2.22043 2.58283 -2.09719 -0.1340
O 1.70443 1.52183 -1.37819 -0.1285
H 1.74443 2.59683 -3.05519 0.0565
H 3.29443 2.40083 -2.21419 0.0822
H 2.01743 3.55383 -1.55219 0.1214
H 1.85443 1.75683 -0.47819 0.0365
C -0.88857 4.34183 0.30881 -0.1702
O -0.31157 3.09983 0.29181 -0.1628
H -1.42457 4.58483 1.25181 0.0880
H -1.57957 4.54583 -0.56819 0.1044
H -0.06257 5.05883 0.35281 0.0875
H -0.32957 2.72683 -0.63619 0.0726
C -4.65557 0.08183 2.96581 -0.0869
O -3.40357 -0.50417 2.58081 -0.1664
H -4.52757 0.92283 3.60281 0.0652
H -5.27057 -0.68817 3.34381 0.0788
H -5.14557 0.52783 2.08781 0.0793
H -2.75157 0.19783 2.45481 0.0410
C 1.92243 -3.49817 0.40181 -0.1306
O 1.00243 -3.14717 1.42881 -0.1390
H 2.75543 -2.78017 0.42081 0.0600
H 1.49443 -3.64317 -0.58719 0.0434
H 2.43743 -4.41717 0.72181 0.0935
H 0.43643 -2.36817 1.20681 0.0336
C -0.73257 -1.20917 4.30781 -0.1686
O -2.03657 -1.20217 4.87581 -0.1316
H 0.02543 -1.53317 5.04881 0.0893
H -0.32657 -0.28017 3.96981 0.0284
H -0.60957 -1.88417 3.41781 0.0666
H -2.70457 -1.11917 4.13781 0.0485
C 0.15143 -0.17717 0.37681 -0.1417
O -0.60157 -0.98517 1.18281 -0.1310
H 0.83643 -0.80217 -0.05119 0.0429
H 0.48543 0.68183 0.93481 0.0641
H -0.46057 0.22083 -0.46619 0.0987
H -1.48757 -0.95017 0.80481 0.0370
C 4.64243 -0.26417 -2.50419 -0.1595
O 3.90743 -0.58917 -1.36719 -0.1077
H 4.43743 -0.95317 -3.34419 0.0861
H 5.65743 -0.30117 -2.16919 0.0786
H 4.50243 0.72083 -2.89319 0.0446
H 3.03543 -0.81817 -1.55919 -0.0190
C 1.58143 1.83983 3.08581 -0.1354
O 1.35943 3.22983 2.83181 -0.0863
H 2.34843 1.39683 2.47681 0.0418
H 0.65943 1.21883 2.92081 0.0540
H 1.84143 1.64583 4.13181 0.0966
H 1.29343 3.33883 1.92681 -0.0060
C 1.47643 0.67883 -4.76819 -0.1294
O 0.60443 0.44683 -3.71519 -0.1280
H 1.53243 -0.08217 -5.50919 0.0822
H 2.45443 0.73583 -4.29719 0.0787
H 1.31543 1.56083 -5.34119 0.0757
H 0.80743 1.03383 -3.00319 0.0142
C -2.79557 -3.48517 2.19281 -0.1597
O -3.98457 -3.25217 2.85481 -0.1026
H -2.12457 -3.74217 3.02581 0.1027
H -2.60457 -2.60617 1.55681 0.0681
H -2.82657 -4.34717 1.60181 0.0591
H -4.35557 -2.41817 2.56981 0.0347
C -0.97757 3.32483 -3.11519 -0.1144
O -1.21557 2.18283 -2.30719 -0.1612
H -0.20157 3.91183 -2.60319 0.0756
H -1.87157 3.88383 -3.12219 0.0727
H -0.57457 2.90583 -4.04819 0.0943
H -1.70057 1.56283 -2.87419 0.0356
C -1.25657 -3.18017 -0.96819 -0.1723
O -2.32457 -3.96917 -1.32719 -0.0841
H -1.18857 -3.10617 0.11681 0.0648
H -1.31257 -2.21417 -1.44319 0.0507
H -0.42557 -3.73417 -1.40319 0.0820
H -2.12757 -4.10617 -2.24619 0.0689
```

Energy above the lowest of the compared OMol25 structures with the same formula, charge and spin   1003.5 kJ/mol



Entry 4:
Below is 20 unconnected molecules or ions with the total composition H39O20 in a non-equilibrium geometry, with properties calculated with ωB97M-V/def2-TZVPD.

Structure (XYZ):
```
59
Properties=species:S:1:pos:R:3:nbo_charge:R:1
O -2.38832 3.73325 4.40171 -0.9484
H -2.79460 2.84966 4.36214 0.4820
O -2.45351 1.66067 0.82986 -0.9938
H -2.23845 1.27661 -0.02737 0.4695
H -1.97619 1.09396 1.46771 0.5084
O 0.89676 1.18345 3.81637 -0.9453
H 1.51943 0.49084 3.56479 0.4871
H 1.06839 1.83635 3.12509 0.4762
O -1.72829 -1.57379 2.66354 -0.9789
H -2.68125 -1.72591 2.63347 0.4694
H -2.22501 3.73996 3.44620 0.4644
O -1.90771 4.12167 -0.49973 -0.9580
H -2.16065 3.64530 0.30954 0.4976
H -2.36609 3.60396 -1.16828 0.4517
O -0.63160 -4.02377 -0.39015 -0.9931
H -1.26934 -4.37337 -1.01514 0.4717
H -1.11867 -3.30340 0.06026 0.5182
O 3.11707 1.55064 -3.21562 -0.9834
H 2.94737 1.00283 -2.43260 0.4839
H 2.25256 1.94450 -3.38217 0.4822
O -0.09071 -0.27738 0.17603 -1.1806
H -1.51998 -1.79650 1.73478 0.5100
H 0.68476 -1.75417 0.46548 0.5047
O -2.65336 3.12111 -3.64777 -0.9483
H -1.92452 2.58811 -3.31827 0.4744
H -2.51112 4.01238 -3.31126 0.4782
O -0.67090 -4.23368 2.63790 -0.9572
H -0.14670 -3.71705 3.24955 0.4771
H -0.11819 -4.73411 2.03469 0.4807
O 0.40817 2.12236 -4.77119 -0.9494
H -0.45248 2.55263 -4.75304 0.4731
H 0.59158 1.92338 -5.68459 0.4759
O 2.04753 0.77001 -0.79179 -1.0152
H 2.12489 1.24831 0.02591 0.4971
H 1.43427 0.04086 -0.92214 0.5443
O -2.06028 -1.73175 -0.19534 -1.1040
H -2.68213 -1.02142 -0.01548 0.4542
H -1.18275 -0.98226 -0.16749 0.4951
O 1.26214 -2.54713 0.61244 -1.0264
H -0.10360 -0.23108 1.13310 0.4455
H 0.95894 -3.29434 0.10252 0.4987
O -4.44985 -4.35855 0.50985 -0.9300
H -4.90779 -3.52038 0.48905 0.4652
H -4.20031 -4.50740 -0.40568 0.4652
O 2.14152 -2.80808 -4.20405 -0.9693
H 1.63315 -2.54473 -3.44731 0.4879
H 3.09352 -2.75987 -4.13532 0.4818
O 4.75476 0.65065 -0.19815 -0.9765
H 3.89543 0.53119 -0.64146 0.4906
H 4.66671 1.24619 0.54562 0.4632
O -1.82033 1.07610 3.32887 -1.0220
H -1.93753 0.10809 3.38592 0.5037
H -0.93755 1.27562 3.68132 0.5015
O 3.84483 -2.29821 0.95816 -1.0006
H 2.88967 -2.46303 0.70804 0.4951
H 4.14016 -1.79754 0.19041 0.4568
O 3.07308 4.03165 -1.00540 -0.9372
H 3.42113 3.12348 -1.02643 0.4697
H 3.44193 4.22308 -1.87715 0.4657
```

Net charge   -1
Energy above the lowest of the compared OMol25 structures with the same formula, charge and spin   318.3 kJ/mol